1.
The following is a quantum chemistry calculation of a 10-piece molecular cluster, C52H56BrF9N2O32 overall, from the OMol25 dataset.

The geometry in XYZ format:
```
152
Properties=species:S:1:pos:R:3:forces:R:3:mulliken_charge:R:1
H -3.497 -7.238 0.322 -0.039 0.205 -0.184 0.317
H -2.615 -7.580 -1.184 0.205 0.145 0.116 0.328
O 4.022 -1.779 5.721 -0.387 -0.419 0.760 -0.227
O 3.094 -3.691 6.553 1.517 2.148 0.290 -0.589
F 7.994 2.616 2.536 0.076 -0.197 -0.099 -0.294
C -2.926 -6.788 -0.495 -0.567 -1.198 0.403 -0.618
H 3.488 -4.165 11.678 0.241 -0.158 -0.081 0.286
H 1.617 -1.781 0.200 -1.903 -0.731 -0.742 -0.025
C 3.521 0.399 -0.898 -1.105 -0.151 -1.234 -0.615
C 1.619 2.625 -0.753 -0.620 -3.063 -1.652 -0.575
H -4.751 4.039 -2.372 1.632 2.103 0.060 0.213
C -0.056 -1.179 2.349 0.299 0.020 -0.818 0.176
H -7.223 -2.371 -3.852 -0.063 -0.128 0.170 0.275
H -2.781 7.181 -1.103 1.459 -1.203 1.551 0.325
C -0.462 0.893 -2.447 2.816 0.495 1.508 -0.572
O 4.223 0.980 0.258 2.211 0.999 -2.527 -0.111
C -9.047 3.422 -7.764 -0.309 0.181 0.828 0.404
H -1.628 -1.519 0.672 2.442 0.704 0.010 0.272
H -0.789 -1.892 2.918 1.502 2.263 -1.046 -0.367
H 0.973 -1.402 -3.724 0.702 0.198 2.677 0.283
H 4.267 -4.126 13.276 0.062 0.230 -0.148 0.268
C -1.782 -5.970 -0.003 0.781 -0.376 0.509 0.468
F 5.255 -5.824 11.138 0.146 -0.237 0.021 -0.285
H 6.332 1.854 3.369 0.158 -0.012 -0.114 0.181
H -4.355 5.737 -1.536 0.773 -1.312 -1.806 0.240
H 0.471 -3.400 -1.961 -0.948 2.324 0.556 0.193
C 4.553 -0.659 6.393 0.324 0.449 -0.461 0.322
H 6.266 -1.582 7.341 -0.142 0.169 -0.162 0.245
C 7.204 2.894 5.745 0.352 -0.502 3.170 0.598
O 7.343 2.630 6.928 -0.341 0.685 -2.808 -0.551
H -0.508 -0.047 0.307 0.266 -2.050 0.959 -0.080
O -1.678 -5.448 3.269 -0.303 -0.188 0.682 -0.205
H -4.788 3.654 -8.249 0.170 0.107 0.127 0.281
H 0.298 -3.892 -5.975 0.042 0.104 0.177 0.239
C -5.219 -1.884 -3.143 1.079 -0.512 -0.299 0.082
C -0.454 -4.924 5.119 0.848 0.418 0.993 -0.378
O -3.705 -5.838 -1.195 0.575 1.310 -0.501 -0.343
H 2.306 0.486 4.648 0.246 0.007 -2.361 0.150
C -6.401 -0.070 -2.620 -0.348 3.137 0.412 0.547
H 6.424 -4.749 12.368 -0.043 -0.152 -0.140 0.287
H 8.896 0.885 -1.933 -1.693 1.701 1.286 0.304
H -4.137 5.760 -6.108 0.208 -0.123 -0.080 0.194
O -3.872 5.463 -3.702 -1.447 -5.376 1.603 -0.028
C -0.502 -1.131 0.750 -0.096 -0.578 0.362 0.201
H 9.235 3.670 -1.424 -2.603 -1.079 1.100 0.278
F -0.207 -3.186 -4.163 0.000 0.019 -0.365 -0.080
F -9.840 3.242 -6.684 -0.040 0.124 0.257 -0.303
C 0.979 0.210 -2.071 -2.135 3.632 0.095 0.093
F -6.767 -3.332 -2.148 -0.215 -0.243 0.008 -0.277
O 4.732 -2.561 11.997 0.844 0.255 -0.787 -0.300
C -2.382 6.544 1.150 5.089 -1.280 4.562 0.371
C -7.729 2.176 -9.010 2.415 -1.560 -1.358 0.665
C 2.512 0.556 3.494 0.586 0.364 -0.594 -0.629
C 8.096 1.539 -1.374 -4.115 1.999 2.309 -0.384
C 8.235 3.146 -1.043 -2.707 -2.030 0.814 -0.387
H 1.031 -1.657 2.386 -2.200 0.937 0.112 0.189
H -1.956 -3.636 4.200 0.107 0.065 -0.171 0.351
C -9.769 3.070 -9.019 -1.049 0.346 -0.665 -0.476
H 3.272 1.455 3.320 -1.582 -1.831 0.378 0.178
O 7.823 2.223 4.734 -0.741 0.375 0.532 -0.326
C 6.710 0.796 -0.907 -0.212 3.270 0.792 -0.210
C -3.955 5.265 -7.068 0.740 -0.196 0.461 0.626
O -8.729 2.589 -9.847 0.988 -0.339 0.553 -0.317
C 6.618 3.956 3.877 -0.620 0.948 -0.548 -0.288
H -8.630 4.435 -7.755 -0.063 -0.079 0.150 0.247
H 5.279 -0.573 8.423 -0.052 -0.316 -0.112 0.380
C 3.796 -2.704 6.696 -1.385 -2.473 0.007 0.490
H -2.753 6.849 -3.258 -1.468 0.172 -1.160 0.327
H -2.111 -4.001 -6.198 0.070 -0.260 0.024 0.308
C -2.854 -4.827 -1.548 -0.806 1.507 -1.339 0.406
C -5.027 6.408 -8.613 -0.858 2.401 -2.013 0.558
C -6.651 -2.234 -2.928 -0.290 -0.661 0.349 0.298
O -1.254 -6.054 5.405 -0.834 -0.390 -1.012 -0.317
O -3.169 -3.882 -2.253 0.728 -2.023 1.274 -0.429
H -2.337 -4.423 -4.485 0.281 0.149 0.042 -0.119
O -5.878 5.397 -8.260 0.343 0.930 -0.305 -0.260
C 5.246 -1.256 7.570 0.834 0.680 0.972 -0.443
O 4.446 -2.385 7.857 -0.881 -0.498 -0.931 -0.205
C -1.687 -4.555 -5.356 -1.151 0.560 -0.381 0.120
O 6.400 3.894 5.272 0.466 -0.780 0.540 -0.323
O 0.280 -5.343 -4.519 -0.386 -0.326 -0.645 -0.320
O -7.158 -1.128 -2.216 0.411 0.516 -0.618 -0.308
F -0.654 -6.711 0.067 0.177 0.058 0.154 -0.306
C -1.527 5.153 -1.003 1.863 -2.986 -0.686 0.169
H -1.232 0.230 -3.067 1.774 1.742 1.485 0.217
O -2.606 -7.360 4.101 1.725 2.401 0.209 -0.548
C 5.602 -4.624 11.655 0.079 -0.833 -0.354 0.318
N -0.163 4.661 -0.608 -4.330 -2.500 -3.196 -0.506
C 5.650 3.229 0.226 3.058 -2.431 -2.108 -0.211
C -0.428 -6.370 -5.067 0.608 -3.360 0.011 0.599
C 0.214 -2.288 -1.660 1.690 -0.018 -0.187 0.339
C -1.904 -6.372 4.244 -1.630 -2.999 0.268 0.502
F 5.436 -0.049 5.572 0.012 0.298 -0.271 -0.310
H -4.810 -2.339 -4.049 -0.015 0.235 0.122 0.122
C -1.147 -4.328 3.941 0.367 0.480 -0.430 0.227
O -5.343 7.353 -9.318 0.691 -2.313 1.637 -0.563
C 1.166 0.920 2.618 0.838 0.474 -0.066 0.252
C 5.488 1.632 -0.129 2.677 2.184 -0.773 0.240
O -1.581 -5.932 -5.658 0.947 -0.523 0.311 -0.346
H -10.512 2.278 -8.872 0.117 0.101 0.244 0.285
C 2.055 1.113 -1.219 -3.247 2.190 -0.139 0.768
H 2.357 -1.672 -2.403 -2.150 0.782 -0.331 0.227
H 0.394 -3.212 0.473 0.432 2.214 -1.228 0.232
O -5.262 -0.476 -3.260 -1.040 0.634 0.357 -0.260
H 5.692 4.189 3.345 0.067 -0.041 0.259 0.164
O -8.001 2.479 -7.710 0.195 0.180 -0.856 -0.222
H 7.157 5.106 0.009 -0.104 -2.498 -0.665 0.311
F -2.827 4.524 -6.998 0.235 -0.015 0.154 -0.300
C -1.958 6.665 -0.450 1.134 -0.623 0.403 -0.497
H -0.421 -4.241 5.972 -0.074 -0.248 -0.069 0.289
C 5.634 -2.534 10.969 0.726 2.617 -1.222 0.718
O 6.015 -3.788 10.598 -0.090 0.800 0.634 -0.262
H -1.964 -5.475 0.957 0.197 -0.127 -0.134 0.284
H 4.129 0.478 -1.919 -1.040 -0.060 2.368 0.520
C -0.272 -4.175 -5.083 0.274 0.520 0.362 0.162
H -10.263 3.934 -9.472 0.216 -0.168 -0.071 0.289
N -2.289 2.872 -2.461 4.286 4.799 4.403 -0.371
O -3.787 6.236 -8.076 -1.025 0.139 -0.118 -0.315
H 6.459 -0.353 -1.108 0.876 2.820 0.418 0.265
H 4.784 3.803 0.805 2.133 -1.383 -1.475 0.411
H 3.086 -0.406 3.083 -1.458 1.980 1.103 0.196
H 3.347 -0.742 -0.677 0.225 2.336 -0.346 -0.034
C 4.412 -3.921 12.211 -0.941 -0.181 0.877 -0.442
C 1.247 -1.337 -2.569 -0.917 0.910 0.602 -0.414
O -1.513 6.295 2.146 -6.255 1.797 -7.208 -0.487
O -6.705 1.098 -2.440 0.755 -2.721 -0.373 -0.554
C -2.524 4.256 -1.925 0.894 -0.572 0.429 0.710
H -5.671 3.997 -6.743 -0.034 0.164 -0.184 0.301
H -4.583 -2.158 -2.295 -0.337 -0.084 -0.136 0.080
C 0.536 -2.150 -0.051 -1.374 0.139 0.514 -0.540
H 7.355 4.737 3.659 0.076 -0.257 -0.098 0.282
C 7.121 2.587 3.568 0.506 -0.364 -0.813 0.585
O -3.670 6.750 -3.689 2.777 5.183 1.146 -0.418
O -1.613 -4.999 -1.011 -1.131 0.354 -0.312 -0.178
C -5.100 4.447 -7.560 -0.519 -1.201 0.377 -0.515
C -3.989 4.956 -2.327 0.404 -2.784 0.441 -0.744
O -0.035 0.150 2.996 1.431 -0.607 -1.126 -0.515
H 2.429 3.239 -0.134 -2.205 -1.353 -1.494 0.086
C 0.145 3.281 -1.114 -0.288 -0.095 -0.174 0.244
O 6.053 -1.511 10.453 -1.019 -2.378 1.216 -0.576
O -0.073 -7.537 -5.040 -0.926 2.870 0.002 -0.551
H -0.865 -1.950 -1.963 1.968 -1.007 0.862 -0.154
F -0.264 -3.717 3.120 0.054 -0.658 -0.082 -0.264
H 0.965 2.085 2.755 0.027 -2.645 -0.160 0.321
O -6.714 1.611 -9.383 -2.393 1.318 0.919 -0.550
H 0.566 -5.251 4.889 -0.118 0.195 -0.170 0.277
H 1.414 0.761 1.485 -0.486 0.260 2.027 -0.235
H -0.981 7.344 -0.461 -2.089 -1.617 0.106 0.320
C 7.042 3.969 -0.245 -0.573 -3.927 -0.734 -0.496
H 3.744 0.032 6.651 0.131 0.052 -0.178 0.312
C -0.927 2.436 -1.997 1.039 -1.684 -0.257 0.226
Br -4.350 6.815 1.568 1.835 -0.291 -0.485 -0.166
```
Forces are in eV/Å.

As for the spin multiplicity: 1. As for the LUMO energy: -1.6 eV. Its gap between HOMO and LUMO is 6.89 eV. For the total energy, the calculation gives -217804.7737 eV. Its SMILES is CCOCCCCCc1cc2nc(COO)c(CC(=O)Br)nc2cc1COc1ccccc1.O=C1OC[C@@H](F)O1.O=C1OC[C@@H](F)O1.O=C1OC[C@@H](F)O1.O=C1OC[C@@H](F)O1.O=C1OC[C@@H](F)O1.O=C1OC[C@@H](F)O1.O=C1OC[C@@H](F)O1.O=C1OC[C@@H](F)O1.O=C1OC[C@@H](F)O1.

2.
The following is a quantum chemistry calculation of a 11-piece molecular cluster, C22H66O11 overall, from the OMol25 dataset.

The geometry in XYZ format:
```
99
Properties=species:S:1:pos:R:3:forces:R:3:mulliken_charge:R:1
H -3.590 -5.906 3.453 0.287 0.136 -0.335 0.254
H 6.131 -3.023 -0.153 -0.117 -0.557 -0.019 0.235
H -0.376 1.593 -4.484 0.265 0.792 0.623 0.189
C -5.522 -0.814 0.415 1.437 0.864 -0.739 -0.730
H -6.297 -0.091 -5.719 0.437 0.420 -0.627 0.302
H -1.040 -2.383 1.142 0.289 -0.128 -0.180 0.249
H -2.984 -6.683 4.863 -0.149 0.483 0.577 0.343
C 6.079 -3.166 -1.232 -0.653 0.981 -1.196 -0.932
H 0.434 2.731 -5.623 0.000 0.075 -0.107 0.299
H -0.711 -6.777 4.274 0.594 0.986 0.058 0.337
H -4.344 7.234 -2.708 0.385 0.226 -0.312 0.290
H 3.195 5.369 -1.576 0.295 -0.284 -0.675 0.131
H 2.453 -5.549 4.512 -0.306 -0.462 -0.445 0.301
H -3.880 6.015 -0.623 0.252 0.084 -0.138 0.339
H -4.614 2.662 -5.377 0.030 0.139 0.004 0.308
O -5.916 -2.978 1.450 -0.426 0.041 0.030 -0.538
H 2.622 -3.779 2.730 -0.132 0.274 0.165 0.215
H 2.163 -0.653 6.414 -0.152 -0.040 -0.301 0.231
H 3.306 3.167 1.142 0.135 0.122 -0.197 0.256
C -0.321 0.618 -0.001 0.306 -0.669 -0.349 -1.192
H 3.989 -3.720 -1.592 -0.005 -0.305 0.242 0.272
H 6.022 3.911 0.504 0.162 1.040 0.712 0.261
O 1.253 5.361 -0.216 0.131 -1.418 1.081 -0.483
O -0.933 -5.456 2.497 0.249 -1.015 1.616 -0.496
H -5.046 -1.428 -0.349 0.010 0.392 -0.379 0.238
C -1.392 -6.423 3.499 -2.541 0.664 -0.811 -0.298
C -2.747 -5.898 4.145 1.564 -1.090 -0.859 -0.979
H -6.336 -1.085 2.243 0.044 -0.673 0.786 0.313
H 6.994 2.947 1.602 0.171 -0.134 -0.288 0.308
H 3.703 -6.255 2.024 0.079 -0.034 -0.219 0.298
H 4.332 -3.990 2.625 0.184 -0.400 -0.144 0.272
C 1.314 0.016 6.553 -1.555 0.087 -0.566 -0.964
H -0.300 -1.373 4.248 -0.214 -0.238 -0.063 0.290
H -0.977 1.231 -6.514 -0.268 -0.315 -0.317 0.295
O -0.147 0.820 -6.262 0.227 0.250 -0.709 -0.531
H 5.942 -5.729 -1.224 0.046 -0.226 0.180 0.290
H 1.839 5.233 -2.836 0.777 -0.374 -0.120 0.143
H 4.158 -5.868 4.293 0.051 -0.295 0.114 0.294
H -5.282 6.152 -4.455 -0.018 0.058 0.080 0.300
H 3.723 -3.332 4.073 -0.389 -0.340 0.423 0.327
C 5.987 3.320 1.419 0.959 -0.065 -0.209 -0.935
H -4.728 1.291 -3.567 0.904 0.738 -0.049 0.180
H -0.336 0.954 5.321 -0.024 0.123 0.669 0.264
C -5.585 -1.606 1.649 -0.839 -0.814 0.847 -0.352
H -4.611 -1.647 2.137 -0.029 0.667 0.264 0.203
H -2.931 5.200 -1.951 0.095 0.578 -0.083 0.260
H 1.013 0.366 4.480 -0.141 -0.641 -0.609 0.214
H -6.395 -0.276 0.046 -0.259 -0.575 0.139 0.287
H 2.857 6.712 -2.748 0.103 -0.190 -0.037 0.330
H -1.611 -7.346 2.962 -0.258 -0.134 -0.158 0.299
C 1.413 6.361 -1.151 -0.571 0.851 -1.685 -0.289
O 5.144 -5.308 -0.895 -0.708 -0.518 -0.166 -0.502
H -4.090 -0.024 -4.533 0.422 0.343 -0.527 0.308
C 3.254 -5.552 3.772 1.088 1.276 -0.273 -0.302
H -6.531 -0.160 -4.115 -0.132 0.385 0.741 0.337
H 0.055 -1.412 -0.794 -0.123 -0.123 0.040 0.291
H 2.399 0.840 -5.568 -0.202 0.321 -0.298 0.320
H 5.108 -4.434 -2.762 -0.010 0.218 -0.134 0.253
O 3.757 2.467 1.620 -0.261 -0.610 0.194 -0.480
H -5.780 6.507 -2.206 -0.225 -0.439 0.568 0.291
H 0.518 1.102 -0.502 0.069 -0.365 -0.582 0.402
C 4.980 -4.157 -1.716 1.540 0.663 1.061 -0.256
O -0.444 -1.075 5.149 0.772 0.262 -0.275 -0.500
O -4.909 5.582 -3.778 0.180 -1.300 -1.532 -0.498
H -0.060 -5.800 2.295 0.382 0.304 -0.471 0.271
C 2.448 5.868 -2.192 -0.849 0.870 1.451 -0.683
H 5.431 1.304 1.549 -0.527 -0.331 -0.331 0.260
C -4.666 0.899 -4.583 -3.044 -0.381 -0.293 -0.151
H -1.236 0.800 -0.565 0.033 -0.046 -0.069 0.305
C -6.146 0.548 -4.850 -0.165 -1.738 0.044 -1.067
C -4.792 6.247 -2.588 0.759 1.353 1.772 -0.255
H 5.719 3.774 2.372 -0.309 0.527 -0.433 0.274
O -4.338 1.782 -5.645 1.356 0.012 0.502 -0.508
H 0.492 5.501 0.352 -0.037 0.187 -0.100 0.267
H 0.513 6.477 -1.754 -0.538 0.176 0.141 0.238
O 3.000 -6.426 2.654 -0.409 0.628 0.986 -0.501
H 1.550 7.331 -0.674 0.725 0.119 -0.035 0.353
C 1.703 1.138 -4.784 -0.495 -0.544 0.167 -1.029
H 1.692 1.006 6.811 -0.013 0.037 -0.073 0.318
H 5.869 -2.168 -1.617 -0.178 0.220 -0.156 0.320
H 7.062 -3.369 -1.656 0.062 -0.485 0.258 0.325
H -6.820 1.398 -4.954 0.264 0.131 0.245 0.289
C 5.047 2.208 1.077 -0.369 0.174 0.554 -0.170
H 0.843 -0.991 0.784 0.532 -0.279 -0.452 0.228
C 3.492 -4.080 3.314 -0.261 -0.599 -0.672 -0.898
C -3.914 5.480 -1.572 -1.239 -0.537 -0.533 -0.984
H -4.383 4.517 -1.372 -0.182 -0.081 0.141 0.263
H 2.245 1.756 -4.068 -0.259 0.213 -0.040 0.303
H 1.421 0.212 -4.283 0.295 -0.133 0.180 0.229
C 0.346 0.103 5.302 1.205 0.382 1.017 -0.138
H -0.355 1.240 0.893 -0.323 -0.738 0.573 0.300
H -4.822 -0.059 0.773 0.257 0.581 -0.860 0.280
O -1.096 -1.437 0.988 -1.001 -0.043 -0.027 -0.480
H 4.995 2.158 -0.011 -0.027 -0.694 -0.032 0.219
H -2.622 -4.891 4.542 -0.021 -0.269 0.339 0.266
H -5.082 -3.341 1.144 -0.147 -0.479 -0.094 0.302
C 0.366 1.701 -5.275 0.372 -0.654 0.536 -0.080
C -0.061 -0.932 0.178 0.221 2.324 1.118 -0.115
H 0.724 -0.356 7.390 0.101 0.022 0.146 0.287
```
Forces are in eV/Å.

As for the spin multiplicity: 1. As for the energy relative to the best compared isomer or geometry (same formula, charge and spin): 579.9 kJ/mol. As for the LUMO energy: 0.3 eV. Its gap between HOMO and LUMO is 10.28 eV. For the total energy, the calculation gives -46400.7328 eV. Its SMILES is CCO.CCO.CCO.CCO.CCO.CCO.CCO.CCO.CCO.CCO.CCO.